# 1
The following is a quantum chemistry calculation of an isolated molecule of C4H10N2O in a non-equilibrium geometry, from the OMol25 dataset.

## Properties
SMILES = CN(C=O)CCN
energy = -9337.4739 eV
strongest force on any atom = 0.0376 Eh/bohr

Last columns: bonded neighbours and bond lengths (Å).
CARTESIAN COORDINATES (ANGSTROEM)
1 C -0.872 1.433 -0.031  N2 1.400, O7 1.198, H8 1.103
2 N -0.254 0.225 0.316  C1 1.400, C3 1.451, C4 1.459
3 C -0.565 -0.215 1.663  N2 1.451, H9 1.097, H10 1.091, H11 1.101
4 C -0.249 -0.862 -0.657  N2 1.459, C5 1.530, H12 1.092, H13 1.107
5 C 1.118 -1.535 -0.791  C4 1.530, N6 1.470, H14 1.096, H15 1.114
6 N 2.184 -0.602 -1.183  C5 1.470, H16 1.018, H17 1.017
7 O -1.700 1.997 0.627  C1 1.198
8 H -0.586 1.744 -1.050  C1 1.103
9 H 0.096 -1.030 1.983  C3 1.097
10 H -0.382 0.568 2.400  C3 1.091
11 H -1.616 -0.542 1.681  C3 1.101
12 H -0.532 -0.408 -1.609  C4 1.092
13 H -0.924 -1.702 -0.404  C4 1.107
14 H 0.920 -2.293 -1.557  C5 1.096
15 H 1.328 -2.146 0.116  C5 1.114
16 H 3.011 -1.166 -1.363  N6 1.018
17 H 2.468 -0.094 -0.350  N6 1.017

For each atom in turn, the Löwdin charge in e is: atom 1 (C): -0.322, atom 2 (N): -0.162, atom 3 (C): -0.072, atom 4 (C): -0.199, atom 5 (C): -0.292, atom 6 (N): 0.001, atom 7 (O): 0.054, atom 8 (H): 0.135, atom 9 (H): 0.085, atom 10 (H): 0.090, atom 11 (H): 0.098, atom 12 (H): 0.117, atom 13 (H): 0.127, atom 14 (H): 0.107, atom 15 (H): 0.108, atom 16 (H): 0.063, atom 17 (H): 0.062

# 2
The following is a quantum chemistry calculation of a cluster of 2 separate species, C5H11N2O in total in a non-equilibrium geometry, from the OMol25 dataset.

## Properties
energy = -10384.7558 eV
net charge = +1
strongest force on any atom = 0.0664 Eh/bohr

Last columns: bonded neighbours and bond lengths (Å).
CARTESIAN COORDINATES (ANGSTROEM)
1 C 0.272 3.598 -0.495  C2 1.342, N4 1.377, H8 1.090
2 C 0.593 2.437 0.099  C1 1.342, N5 1.388, C7 1.513
3 C 2.419 3.475 -0.643  N4 1.351, N5 1.323, H9 1.090
4 N 1.394 4.344 -0.776  C1 1.377, C3 1.351, H10 1.036
5 N 1.968 2.366 -0.080  C2 1.388, C3 1.323, H11 1.036
6 C 0.000 0.000 0.000  C7 1.585, H12 1.103, H13 1.103, H14 1.103
7 C -0.229 1.363 0.776  C2 1.513, C6 1.585, H15 1.107, H16 1.107
8 H -0.711 4.069 -0.479  C1 1.090
9 H 3.487 3.687 -0.708  C3 1.090
10 H 1.475 5.298 -1.174  N4 1.036
11 H 2.541 1.598 0.314  N5 1.036
12 H -0.178 0.173 -1.075  C6 1.103
13 H -0.642 -0.832 0.333  C6 1.103
14 H 1.055 -0.292 0.139  C6 1.103
15 H -1.255 1.780 0.772  C7 1.107
16 H 0.135 1.374 1.821  C7 1.107
17 O 3.642 4.243 -4.078  H18 0.984, H19 0.984
18 H 3.037 3.973 -4.806  O17 0.984
19 H 3.979 3.396 -3.709  O17 0.984

For each atom in turn, the Löwdin charge in e is: atom 1 (C): -0.018, atom 2 (C): -0.234, atom 3 (C): -0.055, atom 4 (N): 0.140, atom 5 (N): 0.149, atom 6 (C): -0.064, atom 7 (C): -0.139, atom 8 (H): 0.151, atom 9 (H): 0.167, atom 10 (H): 0.204, atom 11 (H): 0.202, atom 12 (H): 0.085, atom 13 (H): 0.085, atom 14 (H): 0.068, atom 15 (H): 0.126, atom 16 (H): 0.127, atom 17 (O): -0.090, atom 18 (H): 0.056, atom 19 (H): 0.041

# 3
The following is a quantum chemistry calculation of an isolated molecule of CH2N2O3S2 in a non-equilibrium geometry, from the OMol25 dataset.

## Properties
energy = -31859.3124 eV
strongest force on any atom = 0.0543 Eh/bohr

Last columns: bonded neighbours and bond lengths (Å).
CARTESIAN COORDINATES (ANGSTROEM)
1 C 0.805 1.913 -0.859  N2 1.210, O4 1.189
2 N 0.721 1.215 0.125  C1 1.210, S8 1.795
3 N -1.601 -0.664 -0.760  S7 1.521, H9 1.020
4 O 0.838 2.707 -1.743  C1 1.189
5 O 0.810 0.017 2.452  S8 1.447
6 O 0.776 -1.301 0.414  S7 1.839, S8 1.541
7 S -1.047 -1.537 0.356  N3 1.521, O6 1.839, H10 1.409
8 S 1.408 -0.097 1.139  N2 1.795, O5 1.447, O6 1.541
9 H -2.145 0.154 -0.484  N3 1.020
10 H -0.565 -2.409 -0.641  S7 1.409

For each atom in turn, the Löwdin charge in e is: atom 1 (C): -0.380, atom 2 (N): -0.061, atom 3 (N): -0.378, atom 4 (O): 0.127, atom 5 (O): -0.436, atom 6 (O): -0.702, atom 7 (S): 0.958, atom 8 (S): 0.825, atom 9 (H): 0.007, atom 10 (H): 0.040

# 4
The following is a quantum chemistry calculation of a cluster of 7 separate species, C33H37F3O21 in total in a non-equilibrium geometry, from the OMol25 dataset.

## Properties
SMILES = CCOc1cccc2c1C(=O)C=C(CCC(F)(F)F)C2=O.O=C1OCCO1.O=C1OCCO1.O=C1OCCO1.O=C1OCCO1.O=C1OCCO1.O=C1OCCO1
energy = -85971.4091 eV
strongest force on any atom = 0.0222 Eh/bohr

Last columns: bonded neighbours and bond lengths (Å).
CARTESIAN COORDINATES (ANGSTROEM)
1 C -6.901 4.417 1.339  C2 1.516, H22 1.086, H23 1.085, H24 1.088
2 C -6.257 3.678 0.182  C1 1.516, O3 1.424, H25 1.092, H26 1.085
3 O -6.418 2.266 0.272  C2 1.424, C4 1.366
4 C -5.597 1.668 1.185  O3 1.366, C5 1.395, C9 1.403
5 C -6.112 1.247 2.411  C4 1.395, C6 1.392, H27 1.078
6 C -5.273 0.625 3.330  C5 1.392, C7 1.390, H28 1.079
7 C -3.922 0.428 3.065  C6 1.390, C8 1.388, H29 1.079
8 C -3.404 0.843 1.847  C7 1.388, C9 1.402, C20 1.484
9 C -4.241 1.448 0.899  C4 1.403, C8 1.402, C10 1.485
10 C -3.613 1.809 -0.398  C9 1.485, O11 1.203, C12 1.484
11 O -4.186 1.845 -1.456  C10 1.203
12 C -2.160 2.101 -0.337  C10 1.484, C13 1.335, H30 1.081
13 C -1.344 1.559 0.570  C12 1.335, C14 1.513, C20 1.488
14 C 0.127 1.911 0.588  C13 1.513, C15 1.525, H31 1.086, H32 1.087
15 C 1.057 0.824 1.119  C14 1.525, C16 1.498, H33 1.080, H34 1.088
16 C 1.481 -0.161 0.074  C15 1.498, F17 1.339, F18 1.359, F19 1.339
17 F 0.518 -1.050 -0.202  C16 1.339
18 F 2.543 -0.878 0.526  C16 1.359
19 F 1.885 0.400 -1.073  C16 1.339
20 C -1.970 0.616 1.536  C8 1.484, C13 1.488, O21 1.208
21 O -1.389 -0.319 2.034  C20 1.208
22 H -6.923 5.481 1.120  C1 1.086
23 H -7.902 4.051 1.544  C1 1.085
24 H -6.289 4.297 2.230  C1 1.088
25 H -5.201 3.956 0.157  C2 1.092
26 H -6.671 3.984 -0.772  C2 1.085
27 H -7.159 1.408 2.609  C5 1.078
28 H -5.707 0.303 4.263  C6 1.079
29 H -3.298 -0.047 3.806  C7 1.079
30 H -1.774 2.780 -1.084  C12 1.081
31 H 0.280 2.843 1.123  C14 1.086
32 H 0.402 2.125 -0.442  C14 1.087
33 H 0.660 0.282 1.965  C15 1.080
34 H 1.972 1.300 1.464  C15 1.088
35 C 2.903 -4.161 -1.156  C36 1.513, O40 1.430, H41 1.087, H42 1.092
36 C 1.943 -4.052 0.009  C35 1.513, O37 1.431, H43 1.090, H44 1.087
37 O 2.060 -5.340 0.622  C36 1.431, C38 1.357
38 C 3.266 -5.864 0.286  O37 1.357, O39 1.185, O40 1.357
39 O 3.737 -6.838 0.768  C38 1.185
40 O 3.859 -5.110 -0.673  C35 1.430, C38 1.357
41 H 3.390 -3.220 -1.399  C35 1.087
42 H 2.429 -4.564 -2.053  C35 1.092
43 H 2.246 -3.292 0.728  C36 1.090
44 H 0.916 -3.867 -0.296  C36 1.087
45 C 5.494 1.774 -3.291  C46 1.514, O50 1.433, H51 1.087, H52 1.092
46 C 4.080 1.912 -2.768  C45 1.514, O47 1.431, H53 1.092, H54 1.085
47 O 3.936 3.331 -2.651  C46 1.431, C48 1.354
48 C 4.813 3.922 -3.496  O47 1.354, O49 1.185, O50 1.359
49 O 4.833 5.077 -3.759  C48 1.185
50 O 5.673 3.002 -4.007  C45 1.433, C48 1.359
51 H 5.627 0.923 -3.956  C45 1.087
52 H 6.234 1.722 -2.490  C45 1.092
53 H 3.335 1.540 -3.474  C46 1.092
54 H 3.931 1.435 -1.806  C46 1.085
55 C -2.075 -2.218 -1.779  C56 1.516, O60 1.430, H61 1.088, H62 1.092
56 C -3.253 -1.283 -1.965  C55 1.516, O57 1.430, H63 1.092, H64 1.087
57 O -3.826 -1.760 -3.185  C56 1.430, C58 1.356
58 C -3.463 -3.056 -3.352  O57 1.356, O59 1.185, O60 1.358
59 O -3.909 -3.784 -4.174  C58 1.185
60 O -2.517 -3.405 -2.441  C55 1.430, C58 1.358
61 H -1.851 -2.425 -0.734  C55 1.088
62 H -1.172 -1.853 -2.273  C55 1.092
63 H -3.992 -1.378 -1.167  C56 1.092
64 H -2.967 -0.238 -2.061  C56 1.087
65 C -6.397 -4.425 3.327  C66 1.515, O70 1.432, H71 1.086, H72 1.091
66 C -5.855 -3.434 2.318  C65 1.515, O67 1.432, H73 1.092, H74 1.087
67 O -5.414 -2.360 3.157  C66 1.432, C68 1.354
68 C -5.169 -2.860 4.392  O67 1.354, O69 1.188, O70 1.352
69 O -4.636 -2.255 5.265  C68 1.188
70 O -5.616 -4.132 4.491  C65 1.432, C68 1.352
71 H -6.260 -5.461 3.030  C65 1.086
72 H -7.449 -4.253 3.558  C65 1.091
73 H -4.997 -3.824 1.767  C66 1.092
74 H -6.604 -3.081 1.614  C66 1.087
75 C 8.398 3.050 -5.761  C76 1.513, O80 1.432, H81 1.086, H82 1.090
76 C 9.353 4.220 -5.660  C75 1.513, O77 1.431, H83 1.091, H84 1.087
77 O 10.628 3.570 -5.655  C76 1.431, C78 1.356
78 C 10.494 2.360 -6.252  O77 1.356, O79 1.186, O80 1.357
79 O 11.395 1.649 -6.551  C78 1.186
80 O 9.183 2.075 -6.455  C75 1.432, C78 1.357
81 H 7.494 3.280 -6.317  C75 1.086
82 H 8.124 2.652 -4.784  C75 1.090
83 H 9.297 4.881 -6.526  C76 1.091
84 H 9.220 4.806 -4.755  C76 1.087
85 C 2.907 -1.823 4.752  C86 1.515, O90 1.433, H91 1.087, H92 1.091
86 C 1.458 -1.707 5.181  C85 1.515, O87 1.432, H93 1.092, H94 1.086
87 O 1.289 -0.289 5.292  C86 1.432, C88 1.351
88 C 2.213 0.312 4.511  O87 1.351, O89 1.189, O90 1.354
89 O 2.226 1.472 4.250  C88 1.189
90 O 3.116 -0.587 4.056  C85 1.433, C88 1.354
91 H 3.096 -2.666 4.094  C85 1.087
92 H 3.593 -1.867 5.600  C85 1.091
93 H 0.766 -2.084 4.426  C86 1.092
94 H 1.249 -2.189 6.132  C86 1.086

For each atom in turn, the Löwdin charge in e is: atom 1 (C): -0.064, atom 2 (C): -0.236, atom 3 (O): -0.047, atom 4 (C): -0.217, atom 5 (C): 0.029, atom 6 (C): -0.042, atom 7 (C): 0.004, atom 8 (C): -0.078, atom 9 (C): -0.017, atom 10 (C): -0.350, atom 11 (O): 0.128, atom 12 (C): 0.074, atom 13 (C): -0.104, atom 14 (C): -0.082, atom 15 (C): -0.067, atom 16 (C): -0.611, atom 17 (F): 0.138, atom 18 (F): 0.113, atom 19 (F): 0.133, atom 20 (C): -0.278, atom 21 (O): 0.116, atom 22 (H): 0.078, atom 23 (H): 0.081, atom 24 (H): 0.075, atom 25 (H): 0.117, atom 26 (H): 0.126, atom 27 (H): 0.124, atom 28 (H): 0.112, atom 29 (H): 0.123, atom 30 (H): 0.137, atom 31 (H): 0.137, atom 32 (H): 0.118, atom 33 (H): 0.109, atom 34 (H): 0.134, atom 35 (C): -0.114, atom 36 (C): -0.126, atom 37 (O): 0.060, atom 38 (C): -0.569, atom 39 (O): 0.171, atom 40 (O): 0.062, atom 41 (H): 0.128, atom 42 (H): 0.135, atom 43 (H): 0.113, atom 44 (H): 0.125, atom 45 (C): -0.114, atom 46 (C): -0.120, atom 47 (O): 0.065, atom 48 (C): -0.567, atom 49 (O): 0.173, atom 50 (O): 0.033, atom 51 (H): 0.135, atom 52 (H): 0.135, atom 53 (H): 0.136, atom 54 (H): 0.117, atom 55 (C): -0.126, atom 56 (C): -0.112, atom 57 (O): 0.071, atom 58 (C): -0.568, atom 59 (O): 0.171, atom 60 (O): 0.056, atom 61 (H): 0.125, atom 62 (H): 0.128, atom 63 (H): 0.136, atom 64 (H): 0.115, atom 65 (C): -0.110, atom 66 (C): -0.107, atom 67 (O): 0.037, atom 68 (C): -0.569, atom 69 (O): 0.163, atom 70 (O): 0.067, atom 71 (H): 0.134, atom 72 (H): 0.134, atom 73 (H): 0.133, atom 74 (H): 0.134, atom 75 (C): -0.122, atom 76 (C): -0.112, atom 77 (O): 0.059, atom 78 (C): -0.571, atom 79 (O): 0.168, atom 80 (O): 0.059, atom 81 (H): 0.133, atom 82 (H): 0.118, atom 83 (H): 0.133, atom 84 (H): 0.133, atom 85 (C): -0.109, atom 86 (C): -0.108, atom 87 (O): 0.064, atom 88 (C): -0.585, atom 89 (O): 0.156, atom 90 (O): 0.054, atom 91 (H): 0.131, atom 92 (H): 0.134, atom 93 (H): 0.132, atom 94 (H): 0.134